Record 1
Below is 6 unconnected molecules or ions with the total composition C30H51FN4O12P in a non-equilibrium geometry, with properties calculated with ωB97M-V with the def2-TZVPD basis set.

CARTESIAN COORDINATES (ANGSTROEM)
O: -3.2996 -6.0618 -0.9790
H: -1.1082 -0.0996 -2.5299
N: -2.9611 1.5961 -4.3455
H: 2.4224 -2.4095 5.0467
H: 5.4263 4.8223 1.0300
H: 0.1289 -6.0908 1.9099
H: 3.7879 -4.7010 2.1868
C: -2.2655 -5.9054 -0.4007
H: -1.0908 -2.4064 -0.6634
H: -5.3035 -3.7636 -0.2964
O: 4.1896 5.3786 3.4434
C: 2.5919 -2.9986 4.1494
C: 1.7909 0.3855 -3.6296
O: -1.8333 2.3116 0.1552
P: -2.1279 3.2804 -0.8970
H: -1.0410 -1.6772 -3.2579
C: -5.8066 -4.3828 -1.0383
C: -4.9448 -4.4837 -2.2926
H: 2.6881 3.4398 6.4977
C: -0.4010 -0.8833 -2.8460
N: -1.7084 1.9690 -4.5387
H: -4.9662 -0.2731 -1.8563
O: 3.9986 3.9104 -2.4910
C: 3.7553 -4.8611 3.2659
H: -6.0070 -5.3476 -0.5813
C: 2.7994 6.0432 5.3462
H: -5.1818 -5.3633 -2.8932
H: -3.3528 3.9334 -0.8455
C: -7.0436 -3.6628 -1.5712
H: 4.2036 3.8042 7.3403
C: 4.0281 4.4638 -1.4281
H: 0.3494 -4.2004 -0.0722
H: -2.6262 -6.4575 1.6434
H: 4.7091 -2.8909 3.5895
C: 4.0011 -3.5740 4.0527
C: 3.0316 5.5810 6.7855
O: 1.7662 -6.2645 3.5014
C: 2.3313 -5.2217 3.6482
H: 2.6252 5.9328 0.5764
H: 0.6395 2.7941 -4.1568
C: 0.7531 2.2209 -2.0213
C: -0.1159 -5.1829 -0.0722
H: 0.2566 -1.6869 0.2417
F: -4.3892 1.8854 -1.1107
H: 2.9886 7.1014 5.1921
C: -5.1933 0.3326 -2.7326
H: -7.5192 -3.0155 -0.8398
C: -6.4897 -2.8426 -2.7181
C: -3.3073 1.9619 -3.1286
C: 4.7771 5.5538 0.5515
H: 1.7976 5.7992 4.9881
O: -1.2807 -5.1306 -0.9138
C: -0.4404 -1.5288 -0.5805
H: 2.3311 -2.3954 3.2764
C: 3.7975 5.2101 4.5646
H: 0.8500 -1.3292 -4.4863
H: 0.0106 1.6731 -1.4416
H: -6.2656 0.3394 -2.8939
H: 1.9876 1.0165 -4.5007
H: 3.8253 6.1755 7.2377
N: -2.2596 2.5741 -2.5366
H: -0.9841 -4.7290 1.8455
C: 4.9886 5.5355 -0.9624
H: -1.1388 4.2208 -1.1756
C: 3.3295 5.1033 0.6724
C: -0.6257 -5.6040 1.2997
N: -1.2770 2.5136 -3.4576
H: -5.3397 2.5134 -2.7496
C: 1.9102 1.2523 -2.3719
O: 4.2089 4.1705 5.3124
H: 2.6274 -0.3128 -3.5959
C: 0.5228 -0.4322 -3.9579
C: -4.6408 1.7188 -2.4860
O: -6.9997 -1.9160 -3.2769
H: 4.3697 -3.8175 5.0493
H: -4.7393 -0.1431 -3.5982
H: 2.1020 0.6518 -1.4833
O: 1.7181 -4.1406 4.1855
H: -1.5216 -7.5282 0.7569
H: 4.9584 6.5160 1.0194
H: 2.7951 1.8689 -2.5081
H: -1.0366 -0.6361 -0.3728
H: -3.8787 -4.4736 -2.0854
O: 0.3295 -1.3965 -1.7579
H: 0.0452 4.0245 -3.0304
C: -1.8139 -6.4904 0.9234
H: 3.1226 4.5610 1.5853
H: 2.1559 5.6456 7.4263
O: -5.2765 -3.3088 -3.0705
H: 6.0019 5.2855 -1.2625
H: 1.1621 2.9733 -1.3438
C: 0.1176 2.9533 -3.2185
H: -7.7860 -4.3516 -1.9778
C: 3.5137 4.1496 6.5758
H: 0.5871 -5.9049 -0.4917
O: 3.1238 4.2066 -0.4558
H: 4.4304 -5.6697 3.5290
H: -0.0676 0.1163 -4.6909
H: 4.6966 6.4764 -1.4330

## Properties
electronic energy: -2736.613152 a.u.
total charge: +1
orbital gap: 7.73 eV
M: 709.73 g mol⁻¹



Record 2
Below is 8 unconnected molecules or ions with the total composition C24H48O24 in a non-equilibrium geometry, with properties calculated with ωB97M-V with the def2-TZVPD basis set.

CARTESIAN COORDINATES (ANGSTROEM)
C: -1.3133 2.9363 -0.9278
O: -2.8723 -5.5297 5.8332
C: 3.3587 3.6283 -1.9538
H: -1.1093 1.8153 -0.7888
C: 3.4177 -2.4897 1.6332
H: -3.3153 -2.6267 3.2872
O: 4.0207 -2.5107 2.6102
H: 5.9607 -2.9537 0.8932
C: -4.1673 -3.4897 -0.7698
H: 0.2137 7.7443 0.5852
O: 1.8917 4.6673 1.7832
C: 1.6407 -1.2967 -1.8858
H: 0.5447 0.1943 -5.4048
H: -3.3043 -3.7207 2.0402
O: 2.3777 -3.0567 -5.0548
O: 1.3547 3.5363 -3.9058
C: -1.5173 0.3463 2.0582
C: -3.8583 -3.5177 3.0472
H: 1.1497 -3.9477 2.7352
H: 2.8597 3.9313 -1.0348
H: -2.5173 -0.2887 1.5862
H: -5.8233 4.7893 -1.9888
O: -4.9223 -3.5777 -1.7848
H: 0.6277 7.5593 -1.0948
O: 1.5327 -1.9087 -3.2148
H: 2.3677 -0.5477 -1.7838
H: 3.6007 0.8203 1.1282
H: -4.8073 -6.4737 -0.8178
H: 2.1957 8.2543 -0.1608
H: 2.8897 2.4463 0.8562
O: 1.6597 0.8683 0.2362
O: 1.1897 1.0883 2.4902
C: 2.5047 4.3313 3.0212
H: -5.7563 -1.3787 -0.8818
H: -1.3493 -0.1007 2.9662
O: -3.3503 4.4453 -2.1368
O: 2.0037 6.8013 2.3942
H: 2.5157 3.1823 3.0222
H: -5.4883 5.9463 -0.9978
H: -1.1693 2.9673 -1.9078
O: -3.8803 -4.3617 4.1732
O: -4.6913 4.2753 -0.3658
H: 3.2107 4.4003 -2.7388
C: 2.9837 1.4413 0.4372
C: -1.7083 -5.8897 6.5812
C: 1.7767 5.9423 1.4852
H: 0.6577 1.9553 -5.9438
O: -1.6363 -4.3247 4.4092
C: 3.3907 -3.6167 -5.8428
H: 4.2597 3.4343 -1.6278
H: -3.6613 -5.8007 -1.9758
H: 3.6807 -4.5237 -5.4988
H: 2.2447 4.7103 3.9492
O: 3.6007 -2.8557 -3.1368
O: -4.0473 -2.3847 -0.0678
H: -3.2993 -6.6467 -0.2768
H: 4.4037 -3.0057 -5.8908
O: 2.7967 2.5213 -2.4668
C: -3.5573 3.9393 -1.0618
C: 5.4337 -2.1237 0.3602
O: 4.1027 -2.3607 0.4912
C: 2.5667 -2.6047 -3.8078
H: 5.8067 -1.1807 0.9852
H: -1.1603 -6.6947 5.9502
C: -3.8373 -5.7707 -0.8638
H: -0.2643 1.3803 -4.3988
C: -2.7873 -4.6797 4.7072
O: -2.7003 3.1223 -0.5048
H: -6.6523 4.8173 -0.4868
C: 0.5807 1.1053 -4.9668
C: 1.2437 -2.9857 2.5442
H: -2.1873 -6.5237 7.4672
H: 6.1607 -2.0917 -0.6248
H: 1.5917 -2.4767 3.5312
H: 0.1307 -2.6697 2.2602
H: 0.6317 -0.9637 -1.6678
H: 3.6087 1.3413 -0.3368
C: -5.7213 4.9963 -0.9778
H: -1.3423 -5.0207 7.0962
H: -0.7403 3.6633 -0.5918
H: 3.6917 4.4673 3.0602
O: 1.6817 1.3523 -4.0048
O: -0.4143 0.1743 1.0772
H: 2.9677 -3.7257 -6.8938
H: 1.8277 -2.1197 -1.1438
H: -1.7173 1.2723 2.2642
C: -4.5923 -1.0407 -0.6818
C: 1.8967 2.5093 -3.5048
O: -3.6403 -4.4797 -0.2328
O: 1.4067 6.2613 0.1882
C: 1.0747 7.5733 -0.1418
H: -4.4203 -0.3577 0.0542
H: -4.9963 -3.4767 2.5382
H: -3.9013 -0.7677 -1.5098
O: 2.1157 -2.6757 1.5122
C: 0.7957 0.6613 1.4002

## Properties
electronic energy: -2748.570045 a.u.
total charge: 0
orbital gap: 10.52 eV
SMILES string: COC(=O)OC.COC(=O)OC.COC(=O)OC.COC(=O)OC.COC(=O)OC.COC(=O)OC.COC(=O)OC.COC(=O)OC
M: 720.62 g mol⁻¹



Record 3
Below is a molecular structure, C28H24N2O4PS4Tl in a non-equilibrium geometry, with properties calculated with ωB97M-V with the def2-TZVPD basis set.

CARTESIAN COORDINATES (ANGSTROEM)
H: 8.3148 12.3316 4.2422
H: 7.7177 6.9096 8.9655
H: 13.3349 15.8131 10.6328
H: 11.9817 8.1862 5.6506
S: 6.5389 14.0412 4.8541
C: 13.5420 18.5010 10.5927
H: 13.5123 18.2407 11.6557
C: 6.6329 16.8155 5.3462
C: 8.0400 7.9786 7.1790
H: 15.3058 10.7732 8.1298
C: 14.3717 17.5183 9.8477
H: 5.5210 16.8454 5.4566
C: 14.0008 16.1878 9.8618
C: 13.7818 8.1004 6.7182
C: 14.7529 8.7972 7.4579
C: 8.7830 17.8898 5.3948
C: 16.0354 17.0003 8.1542
C: 14.5010 10.1128 7.7937
C: 8.2080 7.7593 8.5404
C: 15.4992 15.6789 8.0647
H: 15.1473 17.1705 5.4514
H: 10.1868 10.3955 9.2039
P: 10.7622 10.8565 6.2584
C: 12.3428 10.0464 6.7570
C: 9.7022 9.6924 7.2052
O: 17.1619 14.9356 6.2168
H: 15.7355 16.2297 4.0724
C: 14.5058 15.2759 8.9569
H: 15.9590 18.8322 9.2351
H: 7.0061 18.9992 5.6576
C: 15.4349 17.9151 9.0589
H: 15.7361 8.2792 7.7421
C: 8.9288 8.6793 9.2732
C: 7.2509 15.5988 5.0951
C: 14.9200 16.3005 4.8176
O: 15.5578 13.2451 6.9627
C: 8.1271 13.4209 4.4984
H: 7.4246 7.2993 6.5721
C: 13.7578 16.6421 3.7981
H: 9.1664 8.4718 10.3593
S: 10.8109 10.7552 4.2688
C: 8.6496 15.5329 4.8817
Tl: 12.5929 13.8731 4.8009
C: 7.4159 17.9706 5.5006
S: 15.7836 14.6361 6.6052
N: 14.6962 15.0884 5.5718
C: 9.6674 9.6485 8.6529
H: 12.5620 18.3276 10.1124
O: 13.8988 17.6289 3.1009
H: 12.9481 11.5573 8.0887
H: 10.5276 16.6444 4.7302
C: 9.4404 16.7124 5.0065
H: 8.5897 9.1680 5.4850
H: 16.8080 17.3371 7.4951
S: 10.6613 12.5272 7.3168
C: 13.2245 10.6492 7.6121
C: 8.7279 8.9734 6.5364
H: 14.2728 14.2029 8.9581
O: 12.6350 15.9606 3.8888
C: 12.6183 8.7259 6.3392
H: 14.1168 7.1330 6.2758
H: 9.2828 18.8497 5.4279
H: 13.8763 19.5004 10.3452
N: 9.1265 14.2813 4.5566

## Properties
electronic energy: -3598.558768 a.u.
total charge: -2
orbital gap: 5.99 eV
M: 816.13 g mol⁻¹



Record 4
Below is a single CH4NOP molecule in a non-equilibrium geometry, with properties calculated with ωB97M-V with the def2-TZVPD basis set.

CARTESIAN COORDINATES (ANGSTROEM)
H: 2.5626 0.1218 -0.3904
C: 0.7868 0.0263 -0.1117
P: -0.8031 -0.8671 0.0509
N: 1.9277 -0.4613 0.0797
H: 0.5707 0.9420 -0.6261
O: -1.7711 0.4718 0.0293
H: -2.6878 0.5728 -0.4331
H: -0.5859 -0.8062 1.4013

## Properties
electronic energy: -511.803085 a.u.
total charge: 0
orbital gap: 10.09 eV
SMILES string: [H]/N=C/PO
M: 77.02 g mol⁻¹



Record 5
Below is 2 unconnected molecules or ions with the total composition C4H11NOP in a non-equilibrium geometry, with properties calculated with ωB97M-V with the def2-TZVPD basis set.

CARTESIAN COORDINATES (ANGSTROEM)
C: 0.7063 -0.2058 -0.5844
C: -1.2315 0.9087 0.5050
H: 1.4030 1.9792 -0.7080
H: -3.3445 0.5428 -0.5054
H: 3.0024 0.7116 -0.8579
N: -0.5530 -0.1570 -0.2151
H: -3.0702 -0.0534 1.2962
H: -0.9751 1.2448 1.4288
P: 1.9903 1.0218 0.0213
H: 3.4760 -0.5584 1.1710
H: -1.3175 1.9180 0.0347
C: -1.8186 -0.9903 -0.1642
C: -2.6108 0.2184 0.3098
H: 1.0685 -1.0268 -1.2643
H: 3.8913 -1.2371 -0.1869
H: -1.8807 -1.8616 0.5017
O: 3.2105 -1.0637 0.4356
H: -1.9465 -1.3912 -1.2179

## Properties
electronic energy: -629.997127 a.u.
total charge: +1
orbital gap: 9.73 eV
M: 120.11 g mol⁻¹